1.
Below is one molecule with the formula C4H4O2, with properties calculated with ωB97M-V/def2-TZVPD.

Properties
Orbital gap ... 9.28 eV
HOMO ... -8.37 eV
Energy ... -8303.293 eV
ΔE to the lowest compared entry with this formula, charge and spin ... 87.26 kcal per mole

Bonds (Å) are listed after each position.
Atoms and positions in Å:
1 C 0.899 0.862 -0.058  C2 1.201, H5 1.129, O9 1.439
2 C 1.342 -0.252 -0.125  C1 1.201, H6 1.059, O10 1.364
3 C -1.022 -1.003 0.017  C4 1.314, H7 1.100, O10 1.557
4 C -1.320 0.275 -0.058  C3 1.314, H8 0.980, O9 1.464
5 H 1.488 1.761 0.286  C1 1.129
6 H 2.355 -0.561 -0.125  C2 1.059
7 H -1.618 -1.913 -0.145  C3 1.100
8 H -2.283 0.428 -0.149  C4 0.980
9 O -0.420 1.423 0.066  C1 1.439, C4 1.464
10 O 0.503 -1.299 0.119  C2 1.364, C3 1.557

These are the Löwdin partial charges, in e, on atoms 1 to 6: number 1, C, carries -0.154; number 2, C, carries -0.188; number 3, C, carries 0.039; number 4, C, carries -0.074; number 5, H, carries 0.154; number 6, H, carries 0.131

---

2.
Below is one molecule with the formula C4H4O2, with properties calculated with ωB97M-V/def2-TZVPD.

Properties
Orbital gap ... 8.18 eV
HOMO ... -8.40 eV
Energy ... -8302.945 eV
ΔE to the lowest compared entry with this formula, charge and spin ... 95.28 kcal per mole

Bonds (Å) are listed after each position.
Atoms and positions in Å:
1 C 0.259 0.245 0.847  C2 1.314, C3 1.417, O6 1.546
2 C -0.427 -0.138 -0.206  C1 1.314, C4 1.479, O6 1.338
3 C 1.192 0.575 1.862  C1 1.417, O5 1.206, H7 1.232
4 C -0.748 -0.327 -1.638  C2 1.479, H8 1.135, H9 1.166, H10 1.102
5 O 2.291 0.926 1.513  C3 1.206
6 O -1.199 -0.267 0.878  C1 1.546, C2 1.338
7 H 0.887 0.236 3.007  C3 1.232
8 H -1.774 -0.195 -2.105  C4 1.135
9 H -0.444 -1.393 -2.001  C4 1.166
10 H -0.038 0.337 -2.156  C4 1.102

These are the Löwdin partial charges, in e, on atoms 1 to 6: number 1, C, carries -0.016; number 2, C, carries -0.252; number 3, C, carries -0.283; number 4, C, carries -0.002; number 5, O, carries 0.027; number 6, O, carries 0.029

---

> energy of number 2 (C4H4O2)?

-8302.945 eV